No. 1
{
  "formula": "C35H38N5O6PSSe2Sr",
  "method": "ωB97M-V/def2-TZVPD",
  "orbital_gap_ev": 5.69,
  "max_force_ev_per_a": 1.51,
  "lumo_energy_ev": 4.09,
  "e_tot_ha": -7655.06066,
  "total_charge": -2,
  "symbols": ["Sr", "N", "C", "C", "O", "N", "C", "C", "O", "O", "H", "H", "H", "H", "H", "H", "O", "C", "C", "C", "O", "C", "Se", "C", "Se", "H", "H", "H", "H", "H", "H", "H", "H", "H", "H", "O", "N", "C", "C", "C", "C", "C", "C", "C", "P", "C", "C", "C", "C", "C", "C", "C", "C", "C", "C", "C", "C", "H", "H", "H", "H", "H", "H", "H", "H", "H", "H", "H", "H", "H", "H", "H", "H", "N", "C", "N", "C", "C", "C", "C", "C", "C", "S", "H", "H", "H", "H", "H", "H"],
  "coordinates": [[-0.50289, 0.34019, 0.70334], [-0.46003, 2.97530, 0.18134], [-1.81035, 3.31752, -0.34050], [-2.18482, 2.33324, -1.47263], [-2.76231, 2.79951, -2.46964], [-1.77003, 1.09014, -1.24841], [-1.79155, 0.22691, -2.41423], [-0.69098, -0.84289, -2.41892], [-0.59375, -1.57472, -3.40253], [0.07255, -0.91788, -1.37750], [0.14069, 3.79145, 0.20348], [-0.09526, 2.41555, -0.59212], [-1.84048, 4.30763, -0.79699], [-2.54123, 3.28414, 0.47165], [-1.68078, 0.79136, -3.34406], [-2.73522, -0.32116, -2.52573], [-0.35866, 1.98867, 3.49855], [0.12030, 1.67094, 4.80138], [0.57036, 0.22153, 4.99838], [1.22034, 0.15163, 6.38953], [0.31824, 0.34189, 7.49212], [-0.60476, -0.77416, 4.96103], [-1.43023, -1.28224, 3.24506], [1.65013, -0.16102, 3.98003], [3.15098, 1.11290, 3.73759], [0.44606, 2.10604, 2.97048], [-0.71331, 1.90283, 5.47529], [0.96312, 2.32474, 5.04114], [2.03481, 0.88011, 6.43872], [1.64977, -0.84251, 6.52876], [-0.26821, 1.06790, 7.26287], [-1.40620, -0.39126, 5.59515], [-0.26301, -1.70375, 5.42310], [1.20796, -0.24635, 2.99340], [2.01897, -1.15912, 4.22782], [1.93029, -2.43545, -0.80086], [1.94732, -1.88973, 0.49670], [2.98653, -1.19513, 0.71509], [4.07230, -0.95870, -0.27865], [5.11175, -1.87896, -0.40421], [6.13936, -1.65555, -1.30124], [6.14546, -0.50676, -2.08639], [5.11575, 0.40756, -1.96643], [4.07195, 0.19226, -1.06598], [2.67670, 1.36426, -0.88388], [3.55298, 2.95679, -0.61716], [3.76157, 3.34005, 0.70624], [4.43883, 4.51990, 0.99240], [4.89946, 5.32910, -0.03514], [4.68726, 4.95626, -1.35813], [4.02028, 3.77575, -1.64678], [2.04227, 1.51878, -2.57839], [1.26781, 2.63055, -2.91522], [0.58363, 2.67873, -4.11867], [0.66522, 1.61290, -5.00429], [1.42426, 0.50125, -4.67569], [2.11089, 0.45156, -3.47004], [1.09287, -2.00199, -1.17711], [3.07850, -0.73119, 1.70202], [5.09825, -2.77409, 0.20435], [6.94034, -2.37945, -1.39299], [6.95071, -0.33110, -2.78946], [5.10879, 1.30077, -2.58015], [3.40473, 2.71265, 1.52378], [4.59584, 4.79977, 2.02666], [5.42016, 6.25220, 0.19148], [5.04112, 5.58681, -2.16540], [3.84820, 3.49040, -2.67817], [1.18536, 3.46327, -2.22553], [-0.04929, 3.52825, -4.34106], [0.10172, 1.63263, -5.92867], [1.44351, -0.35970, -5.33067], [2.64997, -0.44697, -3.20123], [-0.74882, -3.47593, 0.44918], [-1.85953, -2.93814, -0.11379], [-2.41882, -1.84857, 0.30778], [-3.61632, -1.62370, -0.34850], [-4.46005, -0.53867, -0.12937], [-5.58814, -0.39683, -0.91595], [-5.89448, -1.32654, -1.91222], [-5.07236, -2.41944, -2.13250], [-3.94190, -2.56101, -1.34087], [-2.71097, -3.78825, -1.39523], [-0.36951, -2.90920, 1.20755], [-0.03842, -3.81319, -0.18542], [-4.20614, 0.17994, 0.63843], [-6.23493, 0.45890, -0.76870], [-6.77561, -1.18722, -2.52629], [-5.29768, -3.13547, -2.91291]],
  "atomic_forces_ev_per_a": [[0.2, -1.1, 1.0], [0.0, -0.1, -0.5], [0.0, 0.0, -0.1], [-0.1, 0.0, 0.2], [0.0, 0.0, 0.0], [0.0, 0.5, -0.7], [0.0, -0.2, 0.0], [-0.1, 0.0, -0.1], [0.0, 0.0, 0.0], [-0.4, 0.4, 0.0], [-0.1, 0.0, 0.3], [0.4, 0.2, -0.1], [0.0, 0.0, 0.1], [0.0, 0.0, 0.0], [0.0, 0.1, 0.0], [-0.1, 0.0, 0.0], [0.3, 0.0, -0.4], [-0.2, 0.0, 0.1], [0.0, 0.0, 0.0], [0.0, 0.0, 0.0], [0.0, 0.0, 0.0], [0.1, 0.0, 0.0], [0.0, 0.1, -0.2], [0.1, 0.2, -0.1], [0.0, 0.0, 0.0], [0.1, 0.2, 0.1], [0.0, 0.0, 0.0], [0.0, 0.0, 0.0], [0.0, 0.0, 0.0], [0.0, 0.0, 0.0], [0.0, 0.0, 0.0], [0.0, 0.0, 0.0], [0.0, 0.0, 0.0], [-0.3, -0.2, 0.0], [0.1, 0.0, 0.0], [0.3, -0.3, 0.3], [-0.1, 0.1, -0.3], [0.1, -0.1, 0.2], [0.0, 0.0, 0.0], [0.0, 0.0, 0.0], [0.0, 0.0, 0.0], [0.0, 0.0, 0.0], [-0.1, 0.0, 0.0], [0.0, 0.0, 0.0], [-0.2, 0.1, 0.4], [0.0, 0.0, -0.1], [0.0, 0.0, 0.1], [0.0, 0.0, 0.0], [0.0, 0.0, 0.0], [0.0, 0.0, 0.0], [0.0, 0.0, 0.0], [0.0, -0.1, -0.2], [0.0, 0.0, -0.1], [0.0, 0.0, 0.0], [0.0, 0.0, 0.0], [0.0, 0.0, 0.0], [-0.1, 0.1, 0.0], [0.0, 0.1, -0.1], [0.0, 0.0, -0.1], [0.0, 0.0, 0.0], [0.0, 0.0, 0.0], [0.0, 0.0, 0.0], [0.0, 0.0, 0.0], [0.0, 0.0, -0.1], [0.0, 0.0, 0.0], [0.0, 0.0, 0.0], [0.0, 0.0, 0.0], [0.0, 0.0, 0.0], [0.0, 0.0, 0.0], [0.0, 0.0, 0.0], [0.0, 0.0, 0.0], [0.0, 0.0, 0.0], [0.0, 0.0, 0.0], [0.1, 0.0, -0.1], [0.0, 0.0, 0.3], [-0.1, 0.2, -0.2], [0.0, -0.1, 0.0], [0.0, 0.0, 0.0], [0.0, 0.0, 0.0], [0.0, 0.0, 0.0], [0.0, 0.0, 0.0], [0.0, 0.0, 0.0], [0.0, 0.0, 0.0], [-0.1, 0.0, 0.1], [0.0, 0.0, 0.0], [0.0, 0.0, 0.0], [0.0, 0.0, 0.0], [0.0, 0.0, 0.0], [0.0, 0.0, 0.0]]
}

=====

No. 2
{
  "formula": "C35H38N5O6PSSe2Sr",
  "method": "ωB97M-V/def2-TZVPD",
  "orbital_gap_ev": 5.98,
  "max_force_ev_per_a": 1.91,
  "lumo_energy_ev": 3.98,
  "e_tot_ha": -7655.07233,
  "total_charge": -2,
  "symbols": ["Sr", "N", "C", "C", "O", "N", "C", "C", "O", "O", "H", "H", "H", "H", "H", "H", "O", "C", "C", "C", "O", "C", "Se", "C", "Se", "H", "H", "H", "H", "H", "H", "H", "H", "H", "H", "O", "N", "C", "C", "C", "C", "C", "C", "C", "P", "C", "C", "C", "C", "C", "C", "C", "C", "C", "C", "C", "C", "H", "H", "H", "H", "H", "H", "H", "H", "H", "H", "H", "H", "H", "H", "H", "H", "N", "C", "N", "C", "C", "C", "C", "C", "C", "S", "H", "H", "H", "H", "H", "H"],
  "coordinates": [[1.43114, 1.94112, -0.64665], [3.86004, -1.67418, 1.27374], [4.09130, -0.23511, 1.31235], [2.82782, 0.61591, 1.18748], [1.74900, 0.02525, 0.89865], [2.85925, 1.93556, 1.30194], [4.11296, 2.59652, 0.96133], [4.59750, 2.28347, -0.48463], [5.81081, 2.21932, -0.69834], [3.68881, 2.08121, -1.37197], [3.38700, -1.88938, 0.39919], [3.16190, -1.90179, 1.97536], [4.78085, 0.03470, 0.50755], [4.59978, 0.03323, 2.24307], [4.95221, 2.38330, 1.63370], [3.93671, 3.67518, 1.00371], [-3.56120, 4.91925, -3.32559], [-2.19360, 5.07731, -2.90681], [-1.38231, 3.78560, -3.05347], [-1.44814, 3.35750, -4.53512], [-0.51562, 2.36948, -4.93364], [-2.00281, 2.73077, -2.13279], [-1.14220, 0.94539, -2.07070], [0.06648, 4.13645, -2.68188], [0.36858, 4.75712, -0.81871], [-4.11825, 5.28143, -2.63534], [-2.14257, 5.39425, -1.86349], [-1.73390, 5.86215, -3.52040], [-1.24629, 4.23607, -5.16012], [-2.47246, 3.02730, -4.75375], [-0.55783, 1.65447, -4.26465], [-3.03959, 2.57458, -2.43100], [-1.99268, 3.13797, -1.12142], [0.41159, 4.92502, -3.35560], [0.69401, 3.26727, -2.91510], [0.60099, 3.16899, 2.78400], [-0.34389, 2.10990, 2.82403], [-1.12868, 2.14771, 1.83016], [-2.18757, 1.13097, 1.66206], [-3.33744, 1.55507, 0.98955], [-4.37844, 0.68712, 0.73488], [-4.27762, -0.63728, 1.14346], [-3.14111, -1.06702, 1.80144], [-2.07980, -0.20505, 2.07818], [-0.58664, -0.87423, 2.96722], [-1.54144, -1.57783, 4.39126], [-1.75490, -0.68597, 5.44394], [-2.48105, -1.06292, 6.56199], [-2.99400, -2.34991, 6.65927], [-2.77982, -3.24860, 5.62506], [-2.06316, -2.86442, 4.49902], [-0.22047, -2.35994, 1.95783], [0.46627, -3.43117, 2.53278], [0.93625, -4.47818, 1.75538], [0.74343, -4.45986, 0.38350], [0.08797, -3.38524, -0.20091], [-0.38434, -2.33985, 0.57623], [1.39539, 2.78108, 2.34149], [-1.04357, 2.94990, 1.08544], [-3.38479, 2.57785, 0.63840], [-5.25090, 1.03120, 0.19433], [-5.07756, -1.33730, 0.93548], [-3.06829, -2.10504, 2.10187], [-1.34818, 0.31661, 5.36704], [-2.64280, -0.35184, 7.36326], [-3.55682, -2.64975, 7.53540], [-3.17902, -4.25440, 5.68915], [-1.91618, -3.57455, 3.69540], [0.64923, -3.43968, 3.60264], [1.46930, -5.29944, 2.22141], [1.12322, -5.26536, -0.23367], [-0.03955, -3.34528, -1.26563], [-0.86035, -1.49148, 0.09270], [4.40340, -0.34249, -2.30900], [3.44267, -1.19260, -2.67085], [2.24012, -0.82254, -2.96498], [1.47574, -1.89572, -3.35348], [0.13708, -1.82289, -3.73345], [-0.51708, -2.98663, -4.10039], [0.13380, -4.22154, -4.08478], [1.46549, -4.30925, -3.70219], [2.12470, -3.14422, -3.34694], [3.77392, -2.93555, -2.81893], [4.12723, 0.62418, -2.19541], [5.28094, -0.65261, -1.93364], [-0.36612, -0.85894, -3.72172], [-1.55889, -2.93584, -4.39226], [-0.40166, -5.11838, -4.37006], [1.97672, -5.26349, -3.68389]],
  "atomic_forces_ev_per_a": [[-1.4, 0.1, -1.2], [0.0, 0.0, 0.0], [0.0, -0.1, 0.0], [0.2, -0.1, 0.2], [0.0, -0.1, 0.3], [0.3, 0.0, 0.2], [0.2, 0.0, 0.1], [0.3, 0.0, 0.0], [-0.1, 0.0, 0.1], [0.2, 0.2, 0.3], [0.0, 0.0, 0.0], [0.0, 0.0, 0.0], [0.0, 0.0, 0.1], [0.0, 0.0, 0.0], [0.0, -0.1, 0.0], [0.0, 0.0, 0.0], [0.0, 0.0, 0.0], [0.0, 0.0, 0.0], [0.0, 0.0, 0.0], [0.0, 0.0, 0.0], [0.0, 0.0, 0.1], [0.0, -0.1, 0.1], [-0.2, 0.2, 0.0], [0.0, -0.1, 0.0], [-0.1, 0.1, -0.1], [0.0, 0.0, 0.0], [0.0, 0.0, 0.0], [0.0, 0.0, 0.0], [0.0, 0.0, 0.0], [0.0, 0.0, 0.0], [0.0, 0.1, 0.0], [0.0, 0.0, 0.0], [0.0, 0.0, 0.0], [0.0, 0.0, 0.0], [-0.1, 0.1, 0.0], [-0.1, -0.1, -0.1], [0.2, 0.2, 0.1], [0.1, 0.0, 0.0], [0.0, -0.1, 0.0], [0.1, -0.1, 0.0], [0.0, -0.1, 0.0], [0.0, 0.1, 0.0], [0.0, 0.0, 0.0], [0.1, 0.1, -0.1], [-0.1, -0.1, 0.0], [0.1, 0.0, 0.0], [0.0, 0.0, 0.0], [0.0, 0.0, 0.0], [0.0, 0.0, 0.0], [0.0, 0.0, 0.0], [0.0, 0.0, 0.0], [0.0, 0.1, 0.1], [0.0, 0.1, 0.1], [0.0, 0.0, 0.1], [0.0, 0.0, -0.1], [0.1, -0.1, 0.2], [-0.1, 0.1, -0.1], [0.0, -0.1, 0.1], [0.0, -0.1, 0.0], [0.0, 0.0, 0.0], [0.0, 0.0, 0.0], [0.0, 0.0, 0.0], [0.0, 0.0, 0.0], [0.0, 0.0, 0.0], [0.0, 0.0, 0.0], [0.0, 0.0, 0.0], [0.0, 0.0, 0.0], [0.0, 0.0, 0.0], [0.0, 0.0, 0.0], [0.0, 0.0, 0.0], [0.0, 0.0, 0.0], [0.0, 0.0, -0.4], [0.0, 0.0, 0.0], [0.3, -0.7, -0.3], [0.1, -0.2, 0.0], [0.0, 0.2, 0.1], [-0.1, -0.2, -0.1], [0.0, 0.0, -0.1], [0.0, 0.0, 0.0], [0.0, 0.0, 0.0], [0.0, 0.0, 0.0], [-0.1, 0.0, 0.0], [-0.1, 0.1, 0.0], [0.1, 0.8, 0.3], [-0.1, 0.0, 0.0], [0.1, -0.2, 0.0], [0.0, 0.0, 0.0], [0.0, 0.0, 0.0], [0.0, 0.0, 0.0]]
}

=====

No. 3
{
  "formula": "C35H38N6O4PSSn",
  "method": "ωB97M-V/def2-TZVPD",
  "orbital_gap_ev": 6.55,
  "max_force_ev_per_a": 0.24,
  "lumo_energy_ev": 2.58,
  "e_tot_ha": -2940.02491,
  "total_charge": -1,
  "symbols": ["Sn", "N", "C", "C", "N", "C", "C", "N", "H", "H", "H", "H", "H", "H", "H", "H", "H", "H", "H", "H", "H", "O", "C", "O", "C", "C", "C", "C", "C", "N", "C", "O", "O", "H", "H", "H", "C", "C", "C", "C", "C", "C", "P", "C", "C", "C", "C", "C", "C", "C", "C", "C", "C", "C", "C", "H", "H", "H", "H", "H", "H", "H", "H", "H", "H", "H", "H", "H", "H", "C", "C", "C", "C", "N", "C", "S", "N", "C", "H", "H", "H", "H", "H", "H", "H", "H"],
  "coordinates": [[0.18077, 0.13510, -0.51866], [1.52618, -0.62633, 2.12435], [0.60293, -1.07699, 3.15122], [-0.11661, -2.34904, 2.70796], [-0.87495, -2.19505, 1.48997], [-2.31831, -2.25640, 1.52078], [-2.99523, -0.89101, 1.46213], [-2.68340, -0.21877, 0.20812], [1.86941, 0.31751, 2.25143], [2.31612, -1.24586, 1.99779], [1.07775, -1.27008, 4.12589], [-0.14078, -0.28806, 3.29720], [0.63579, -3.13851, 2.58533], [-0.77772, -2.67385, 3.52245], [-0.46316, -2.63922, 0.68673], [-2.67062, -2.84776, 0.66848], [-2.66547, -2.77341, 2.42706], [-4.07417, -1.03712, 1.62231], [-2.62252, -0.27169, 2.28477], [-2.99529, -0.73758, -0.60876], [-3.10550, 0.69816, 0.14343], [3.83737, 2.58228, -0.35251], [2.98684, 1.73014, -0.58569], [1.90434, 1.52318, 0.05774], [3.22851, 0.79217, -1.77122], [4.39914, 0.85113, -2.51114], [4.56157, -0.05368, -3.54789], [3.57353, -0.99496, -3.79429], [2.45060, -1.01238, -2.98039], [2.28395, -0.11155, -2.01304], [1.38451, -2.08966, -3.13383], [1.05289, -2.35584, -4.32884], [0.96694, -2.61922, -2.09823], [5.13268, 1.60195, -2.25566], [5.45676, -0.03089, -4.15847], [3.64838, -1.71643, -4.59579], [3.09982, 4.61373, 3.23102], [2.58479, 5.02534, 2.00978], [1.45127, 4.42068, 1.48556], [0.82310, 3.39079, 2.17480], [1.35640, 2.97029, 3.39229], [2.48230, 3.58163, 3.92505], [-0.62224, 2.46486, 1.54623], [-2.00051, 3.23825, 2.50500], [-3.31291, 2.94779, 2.12131], [-4.39826, 3.44546, 2.82250], [-4.19717, 4.24891, 3.93898], [-2.90266, 4.54772, 4.33126], [-1.81475, 4.04987, 3.62116], [-0.94565, 3.07535, -0.14950], [-1.47616, 4.34476, -0.39456], [-1.71849, 4.75153, -1.69658], [-1.43339, 3.88387, -2.74740], [-0.90980, 2.62371, -2.49190], [-0.64860, 2.18243, -1.19194], [3.99210, 5.07991, 3.62976], [3.08357, 5.80346, 1.44635], [1.07874, 4.72326, 0.51441], [0.88890, 2.14799, 3.92650], [2.88629, 3.23966, 4.87002], [-3.49311, 2.34096, 1.24318], [-5.40288, 3.20772, 2.49533], [-5.04216, 4.64108, 4.49092], [-2.72946, 5.18019, 5.19369], [-0.81248, 4.30745, 3.94002], [-1.70725, 5.01070, 0.43124], [-2.13042, 5.73439, -1.89260], [-1.62806, 4.19042, -3.76916], [-0.71412, 1.96261, -3.33109], [-0.42737, -5.16234, -4.80296], [-1.59876, -4.46231, -4.19126], [-2.78426, -5.06564, -3.87572], [-3.76205, -4.26058, -3.26176], [-3.59986, -2.98064, -3.01739], [-2.42271, -2.37808, -3.36926], [-2.14547, -0.74502, -3.11286], [-1.45103, -3.15456, -3.93971], [-5.05942, -4.87355, -2.81599], [-0.60125, -6.23629, -4.83358], [0.47669, -4.93794, -4.23782], [-0.26089, -4.79430, -5.81636], [-2.94478, -6.11659, -4.06671], [-0.48476, -2.74621, -4.12405], [-5.41247, -5.61896, -3.52960], [-5.80792, -4.09553, -2.68736], [-4.91513, -5.37592, -1.85664]],
  "atomic_forces_ev_per_a": [[0.2, -0.1, -0.1], [0.0, 0.0, 0.0], [0.0, 0.1, 0.0], [0.0, 0.0, 0.0], [-0.1, -0.1, 0.1], [0.1, 0.0, 0.0], [0.0, 0.1, 0.0], [-0.1, 0.0, 0.1], [0.0, 0.0, 0.0], [0.0, 0.0, 0.0], [0.0, 0.0, 0.0], [0.0, 0.0, 0.0], [0.0, 0.0, 0.0], [0.0, 0.0, 0.0], [0.0, 0.1, 0.0], [0.0, 0.0, 0.0], [0.0, 0.0, 0.0], [0.0, 0.0, 0.0], [0.0, 0.0, 0.0], [0.1, 0.0, 0.0], [0.0, 0.0, 0.0], [0.0, 0.0, 0.1], [0.0, 0.1, -0.2], [0.0, -0.1, 0.1], [-0.1, 0.0, 0.1], [-0.1, 0.0, 0.0], [0.0, 0.0, 0.0], [0.1, 0.0, 0.0], [-0.1, 0.1, 0.0], [-0.1, 0.0, 0.0], [0.1, -0.1, -0.2], [0.0, 0.0, 0.1], [-0.1, 0.0, 0.0], [0.0, 0.0, 0.0], [0.0, 0.0, 0.0], [0.0, 0.0, 0.0], [0.0, 0.0, 0.0], [0.0, 0.0, 0.0], [0.0, 0.0, 0.0], [-0.1, 0.0, 0.0], [0.1, 0.0, 0.0], [0.0, 0.0, 0.0], [-0.1, 0.0, 0.0], [0.0, 0.0, -0.1], [0.0, 0.0, 0.0], [0.0, 0.0, 0.0], [0.0, 0.0, 0.0], [0.0, 0.0, 0.0], [0.0, 0.0, 0.0], [0.0, 0.1, 0.0], [0.0, 0.0, 0.0], [0.0, 0.0, 0.0], [0.0, 0.0, 0.1], [0.0, 0.0, -0.1], [0.0, 0.0, 0.2], [0.0, 0.0, 0.0], [0.0, 0.0, 0.0], [0.0, 0.0, 0.0], [0.0, 0.0, 0.0], [0.0, 0.0, 0.0], [0.0, 0.0, 0.0], [0.0, 0.0, 0.0], [0.0, 0.0, 0.0], [0.0, 0.0, 0.0], [0.0, 0.0, 0.0], [0.0, 0.0, 0.0], [0.0, 0.0, 0.0], [0.0, 0.0, 0.0], [0.0, 0.0, 0.0], [0.0, 0.0, 0.0], [0.1, 0.0, 0.0], [0.0, 0.0, 0.0], [-0.1, 0.0, 0.0], [0.1, 0.0, 0.0], [-0.1, 0.0, 0.1], [-0.1, 0.0, -0.1], [0.2, 0.0, -0.1], [0.0, 0.0, 0.0], [0.0, 0.0, 0.0], [0.0, 0.0, 0.0], [0.0, 0.0, 0.0], [0.0, 0.0, 0.0], [-0.1, 0.0, 0.0], [0.0, 0.0, 0.0], [0.0, 0.0, 0.0], [0.0, 0.0, 0.0]]
}